# 1
C12H14Cl2N2O2Si in the gas phase at a distorted geometry. Source: the Open Molecules 2025 dataset; level of theory: the ωB97M-V functional and the def2-TZVPD basis.

Structure (XYZ):
```
33
Properties=species:S:1:pos:R:3
N -3.52 -1.22 -3.98
O 1.40 0.76 -1.26
Cl -0.32 -0.39 4.76
Cl 3.62 1.30 0.09
C -3.29 -0.89 -2.90
O -0.61 0.48 -0.28
C 0.76 0.63 -0.25
C 0.40 0.27 2.16
C 2.11 0.61 3.79
C 0.81 0.18 3.47
C 2.56 0.92 1.40
C 1.26 0.63 1.12
C 3.00 0.94 2.75
N 4.31 1.27 3.04
C -3.20 -1.44 -0.40
C -0.88 1.13 -3.10
C -0.17 -1.66 -2.00
C -3.01 -0.47 -1.57
Si -1.17 -0.10 -1.72
H -0.65 0.21 1.87
H 2.37 0.84 4.80
H 4.78 0.89 3.87
H 4.99 1.33 2.30
H -2.66 -2.35 -0.54
H -2.91 -1.06 0.60
H -4.24 -1.66 -0.27
H -1.00 0.77 -4.09
H -1.52 2.01 -2.96
H 0.15 1.49 -3.02
H 0.90 -1.45 -2.01
H -0.39 -2.08 -2.98
H -0.45 -2.42 -1.28
H -3.45 0.51 -1.39
```

Output
E_LUMO	-0.25	eV
spin multiplicity	1
orbital gap	0.311	Ha
HOMO level	-8.721	eV
SMILES string	C[C@H](C#N)[Si](C)(C)OC(=O)c1cc(Cl)cc(N)c1Cl



# 2
9 unconnected molecules or ions with the total composition C16H43BBrO8 at a distorted geometry. Source: the Open Molecules 2025 dataset; level of theory: the ωB97M-V functional and the def2-TZVPD basis.

Structure (XYZ):
```
69
Properties=species:S:1:pos:R:3
C -3.38 2.81 -3.70
C -2.46 1.74 -2.82
C -2.71 1.51 -1.20
C -1.85 0.43 -0.27
C -0.65 -0.45 -0.94
C 0.33 -1.52 -0.18
B -0.35 -2.32 1.08
Br 0.11 -1.33 2.80
C -0.38 -0.25 -2.58
C -1.25 0.82 -3.51
H -4.47 2.74 -3.24
H -3.43 2.35 -4.79
H -2.95 3.91 -3.68
H -3.55 2.16 -0.68
H -2.09 0.31 0.87
H 0.72 -2.31 -0.98
H 1.25 -0.92 0.25
H 0.17 -3.40 1.12
H -1.51 -2.49 1.00
H 0.45 -0.86 -3.15
H -1.07 1.00 -4.66
C 3.03 0.87 -2.03
O 3.17 -0.46 -1.57
H 2.02 1.22 -1.81
H 3.76 1.51 -1.52
H 3.20 0.90 -3.11
H 4.07 -0.75 -1.78
C -6.71 5.10 -3.79
O -6.25 4.01 -4.56
H -5.86 5.76 -3.58
H -7.47 5.65 -4.34
H -7.12 4.73 -2.84
H -7.02 3.43 -4.73
C 4.24 -1.72 3.66
O 3.06 -1.91 4.42
H 5.11 -1.95 4.28
H 4.23 -2.39 2.79
H 4.30 -0.68 3.33
H 2.31 -1.70 3.83
C 3.43 -5.19 1.77
O 2.86 -5.30 3.06
H 3.52 -6.19 1.34
H 2.78 -4.58 1.14
H 4.42 -4.73 1.84
H 2.79 -4.40 3.42
C 6.30 -0.08 6.77
O 5.77 0.11 5.48
H 7.33 0.30 6.80
H 5.70 0.47 7.50
H 6.31 -1.15 7.01
H 4.86 -0.24 5.49
C -7.30 3.51 0.00
O -6.75 4.75 -0.39
H -8.36 3.49 -0.25
H -6.78 2.70 -0.52
H -7.18 3.38 1.08
H -5.81 4.74 -0.15
C -4.97 -3.03 0.98
O -3.79 -2.61 0.30
H -5.12 -4.09 0.80
H -4.85 -2.85 2.05
H -5.82 -2.47 0.59
H -3.68 -1.66 0.47
C 7.09 0.00 -2.02
O 6.09 -0.65 -2.80
H 7.10 -0.44 -1.02
H 8.07 -0.15 -2.49
H 6.87 1.06 -1.95
H 6.11 -0.24 -3.68
```

Output
E_LUMO	2.22	eV
spin multiplicity	1
orbital gap	0.257	Ha
total charge	-1
HOMO level	-4.769	eV



# 3
A molecular structure, C27H39BrCl3NO8PdS2 at a distorted geometry. Source: the Open Molecules 2025 dataset; level of theory: the ωB97M-V functional and the def2-TZVPD basis.

Structure (XYZ):
```
82
Properties=species:S:1:pos:R:3
C -2.53 -1.11 6.02
C -3.20 0.33 5.48
O -2.15 1.36 5.59
C -1.69 1.83 4.28
C -0.26 1.11 3.80
O -0.61 -0.28 3.48
C 0.54 -1.03 2.94
C 0.26 -1.32 1.36
C 0.99 -0.21 0.33
C 2.50 0.17 0.68
Cl 2.81 1.77 1.66
C 3.79 -0.52 0.43
C 3.82 -1.91 -0.38
Cl 5.46 0.14 1.02
C 0.49 -0.38 -1.25
C -0.98 0.42 -1.30
C -1.67 0.60 -2.76
C -2.07 2.12 -3.21
C -2.89 3.00 -2.11
S -4.25 2.09 -1.20
O -5.02 1.04 -2.03
O -3.69 1.55 0.16
Cl -5.67 3.57 -0.65
C 1.43 0.40 -2.33
C 2.00 1.89 -2.02
C 1.14 3.26 -1.72
C 1.77 4.76 -1.40
C 3.39 5.00 -1.36
C 4.31 3.67 -1.70
C 3.66 2.16 -2.03
C 4.82 1.08 -2.38
C 0.24 -1.98 -1.64
Br 0.84 -2.44 -3.54
C -1.31 -2.51 -1.65
C -1.42 -4.15 -1.97
C -3.02 -4.51 -1.65
N -3.30 -5.48 -0.48
O -4.04 -4.00 -2.35
O 0.94 -2.97 -0.83
S 0.51 -3.07 0.78
O 1.61 -3.68 1.74
O -0.76 -3.87 1.16
H -3.07 -1.44 7.03
H -2.61 -1.93 5.18
H -1.38 -0.92 6.20
H -4.12 0.51 6.21
H -3.66 0.20 4.41
H -2.46 1.72 3.41
H -1.45 2.99 4.37
H 0.17 1.63 2.83
H 0.54 1.10 4.68
H 1.59 -0.58 3.20
H 0.51 -2.09 3.49
H -0.91 -1.10 1.20
H 0.39 0.76 0.69
H 3.53 -2.88 0.22
H 3.24 -1.96 -1.40
H 4.96 -2.10 -0.69
H -0.89 1.52 -0.85
H -1.77 -0.07 -0.53
H -1.11 0.06 -3.66
H -2.71 0.02 -2.70
H -1.07 2.66 -3.58
H -2.73 2.04 -4.20
H -3.43 3.88 -2.72
H -2.15 3.57 -1.37
H 2.41 -0.28 -2.46
H 1.00 0.46 -3.43
H -0.02 3.25 -1.76
H 1.05 5.69 -1.20
H 3.88 6.04 -1.12
H 5.49 3.87 -1.70
H 5.15 1.28 -3.51
H 4.55 -0.05 -2.30
H 5.80 1.24 -1.72
H -1.99 -2.07 -2.50
H -1.89 -2.31 -0.63
H -0.80 -4.82 -1.25
H -1.28 -4.40 -3.11
H -3.31 -4.88 0.39
H -2.43 -6.09 -0.36
Pd 6.23 -2.41 -1.74
```

Output
E_LUMO	-11.64	eV
spin multiplicity	1
orbital gap	0.059	Ha
energy relative to the best compared isomer or geometry (same formula, charge and spin)	368.3	kcal/mol
total charge	+2
HOMO level	-13.257	eV



# 4
C4H14N4 in the gas phase at a distorted geometry. Source: the Open Molecules 2025 dataset; level of theory: the ωB97M-V functional and the def2-TZVPD basis.

Structure (XYZ):
```
22
Properties=species:S:1:pos:R:3
C 0.06 0.65 0.43
C 0.03 -0.68 -0.50
C 1.12 0.42 1.61
C -1.33 -0.91 -1.19
N -1.19 1.06 1.02
N 0.44 1.82 -0.35
N 1.09 -0.62 -1.50
N 0.36 -1.90 0.21
H -1.53 0.33 1.65
H -1.91 1.16 0.30
H -0.26 1.99 -1.07
H 0.39 2.61 0.28
H 0.68 -0.53 -2.43
H 1.57 0.27 -1.36
H 1.36 -2.05 0.08
H 0.04 -1.90 1.17
H -1.63 -0.03 -1.78
H -1.31 -1.77 -1.86
H 2.11 0.19 1.21
H 1.20 1.35 2.19
H 0.82 -0.34 2.34
H -2.12 -1.10 -0.45
```

Output
E_LUMO	0.88	eV
spin multiplicity	1
orbital gap	0.352	Ha
energy relative to the best compared isomer or geometry (same formula, charge and spin)	9.6	kcal/mol
HOMO level	-8.696	eV
SMILES string	CC(N)(N)C(C)(N)N



# 5
A molecular structure, C13H23BFNO6Yb at a distorted geometry. Source: the Open Molecules 2025 dataset; level of theory: the ωB97M-V functional and the def2-TZVPD basis.

Structure (XYZ):
```
46
Properties=species:S:1:pos:R:3
C 1.61 -2.29 2.96
C 0.26 -1.52 3.02
N 0.17 -0.19 2.35
B -0.98 -0.04 1.27
C -1.50 1.59 1.35
C -1.02 2.42 0.15
C 0.45 2.63 0.33
C 1.08 3.52 -0.73
O 0.83 2.99 -2.03
C 1.93 2.90 -2.83
C 3.06 2.00 -2.40
O 1.99 3.50 -3.85
O -2.19 -0.85 1.39
C -2.09 -1.95 0.51
C -0.87 -1.75 -0.44
C 0.38 -2.66 -0.07
O 1.54 -2.14 -0.29
O 0.21 -3.80 0.37
C -1.03 -1.92 -1.96
C -2.43 -2.18 -2.45
F -0.50 -0.84 -2.66
O -0.43 -0.44 -0.04
H 2.25 -1.98 2.16
H 2.11 -2.25 3.92
H 1.38 -3.34 2.79
H 0.10 -1.34 4.07
H -0.51 -2.21 2.70
H 0.10 0.50 3.08
H -2.58 1.66 1.32
H -1.21 2.02 2.30
H -1.22 2.00 -0.82
H -1.54 3.38 0.14
H 0.66 3.15 1.26
H 0.84 1.64 0.29
H 2.13 3.71 -0.54
H 0.57 4.47 -0.66
H 3.99 2.48 -2.66
H 3.02 1.79 -1.34
H 3.02 1.08 -2.98
H -3.07 -2.10 0.08
H -1.83 -2.87 1.05
H -0.43 -2.77 -2.25
H -3.14 -1.49 -2.03
H -2.48 -2.22 -3.52
H -2.71 -3.17 -2.10
Yb 1.66 0.16 0.18
```

Output
E_LUMO	-1.09	eV
spin multiplicity	1
orbital gap	0.269	Ha
HOMO level	-8.427	eV



# 6
A molecular structure, BrH2NOS2 at a distorted geometry. Source: the Open Molecules 2025 dataset; level of theory: the ωB97M-V functional and the def2-TZVPD basis.

Structure (XYZ):
```
7
Properties=species:S:1:pos:R:3
N -0.44 -0.16 0.97
O -0.19 -0.85 -1.59
S 0.18 1.94 -0.47
S 0.20 -0.08 -0.43
Br -0.59 -1.99 1.50
H -0.71 1.56 0.46
H 1.54 -0.42 -0.44
```

Output
E_LUMO	-0.26	eV
spin multiplicity	1
orbital gap	0.347	Ha
energy relative to the best compared isomer or geometry (same formula, charge and spin)	37.1	kcal/mol
HOMO level	-9.702	eV



# 7
A molecular structure, C35H37GeN4O7V at a distorted geometry. Source: the Open Molecules 2025 dataset; level of theory: the ωB97M-V functional and the def2-TZVPD basis.

Structure (XYZ):
```
85
Properties=species:S:1:pos:R:3
V 0.08 0.18 -0.11
O -0.78 -4.21 -1.91
C -0.21 -3.15 -1.28
O 0.79 -2.65 -1.72
C -0.91 -2.77 -0.04
C -1.77 -3.69 0.51
C -2.34 -3.46 1.77
C -1.95 -2.33 2.45
C -1.07 -1.43 1.86
N -0.60 -1.57 0.56
C -0.59 -0.25 2.51
O -0.95 0.03 3.79
O 0.09 0.57 1.90
H -0.23 -4.40 -2.68
H -1.97 -4.60 -0.03
H -3.04 -4.17 2.20
H -2.33 -2.14 3.45
H -1.13 -0.80 4.25
C 0.81 4.77 0.07
C -0.63 4.55 0.41
C -1.47 5.58 0.64
C -2.87 5.42 0.88
C -3.42 4.20 1.01
C -2.60 2.99 1.02
C -3.33 1.68 0.80
C -1.12 3.16 0.61
N 0.28 1.84 -1.07
C 1.14 2.15 -2.06
O 1.16 3.18 -2.75
C 2.05 1.01 -2.20
C 2.95 0.92 -3.25
C 3.88 -0.10 -3.23
C 3.90 -0.94 -2.13
C 2.96 -0.81 -1.12
N 1.99 0.12 -1.18
C 3.22 -1.69 0.10
O 4.17 -2.49 0.01
N 2.56 -1.36 1.18
C 2.66 -2.08 2.35
C 3.03 -1.41 3.54
C 3.59 -0.02 3.49
C 2.90 -2.06 4.76
C 2.46 -3.37 4.84
C 2.22 -4.07 3.67
C 2.33 -3.46 2.42
C 2.12 -4.28 1.18
H 1.09 5.80 0.30
H 0.99 4.60 -0.99
H 1.45 4.09 0.62
H -1.08 6.60 0.56
H -3.49 6.30 0.92
H -4.50 4.07 1.07
H -3.87 1.43 1.71
H -2.63 0.88 0.58
H -4.04 1.78 -0.02
H 2.89 1.65 -4.04
H 4.59 -0.21 -4.04
H 4.67 -1.70 -2.01
H 3.37 0.44 2.53
H 4.67 -0.04 3.62
H 3.15 0.60 4.28
H 3.16 -1.52 5.67
H 2.34 -3.86 5.80
H 1.92 -5.11 3.71
H 1.50 -5.15 1.39
H 3.09 -4.60 0.79
H 1.67 -3.68 0.40
O -1.54 2.91 1.94
C -0.52 2.02 -0.10
C -1.23 2.08 -4.30
Ge -2.12 0.71 -3.20
C -3.90 1.42 -2.64
C -2.55 -0.70 -4.55
C -1.15 -0.29 -1.83
H -1.90 2.37 -5.11
H -0.32 1.67 -4.73
H -0.95 2.98 -3.74
H -4.52 1.57 -3.52
H -3.80 2.38 -2.12
H -4.40 0.71 -1.98
H -3.19 -0.33 -5.36
H -3.05 -1.55 -4.08
H -1.62 -1.06 -4.99
H -0.36 -0.77 -2.43
H -1.86 -1.09 -1.58
```

Output
E_LUMO (alpha / beta)	2.18 / 1.97	eV
spin multiplicity	4
orbital gap (alpha / beta)	0.214 / 0.236	Ha
energy relative to the best compared isomer or geometry (same formula, charge and spin)	98.2	kcal/mol
⟨S²⟩	3.82
total charge	-1
HOMO level (alpha / beta)	-3.645 / -4.452	eV



# 8
A molecular structure, C6H19ClNOSi2 at a distorted geometry. Source: the Open Molecules 2025 dataset; level of theory: the ωB97M-V functional and the def2-TZVPD basis.

Structure (XYZ):
```
30
Properties=species:S:1:pos:R:3
C 2.20 1.52 -1.56
C -3.14 0.17 0.62
C -0.98 0.63 2.74
C -1.46 2.50 0.23
C 0.66 -2.64 -1.09
C -0.13 -1.61 -1.84
N 1.14 -1.86 0.11
O 1.24 0.57 -1.35
Si -1.30 0.69 0.87
Si 0.23 -0.31 -0.55
Cl 3.63 -0.47 0.91
H 3.12 1.09 -1.40
H 2.10 2.36 -0.86
H 2.08 2.06 -2.52
H -3.16 -0.85 0.70
H -3.85 0.50 1.44
H -3.43 0.66 -0.36
H -0.74 1.48 3.30
H -1.94 0.19 3.23
H -0.15 -0.05 2.77
H -2.17 2.49 -0.74
H -1.93 3.20 0.88
H -0.49 2.89 0.00
H 0.15 -3.55 -0.64
H 1.53 -3.01 -1.66
H 0.45 -1.46 -2.79
H -1.14 -1.89 -2.03
H 0.81 -2.17 0.96
H 4.46 -1.31 0.43
H 2.21 -1.81 0.21
```

Output
E_LUMO	-3.17	eV
spin multiplicity	1
orbital gap	0.375	Ha
total charge	+1
HOMO level	-13.358	eV



# 9
A gas-phase ion, C4H4NS (charge +1) at a distorted geometry. Source: the Open Molecules 2025 dataset; level of theory: the ωB97M-V functional and the def2-TZVPD basis.

Structure (XYZ):
```
10
Properties=species:S:1:pos:R:3
C 0.76 -0.31 1.04
C 1.14 0.06 -0.38
C -0.16 0.39 -1.05
C -1.30 0.35 0.05
N -0.48 -0.24 1.21
S 0.47 -0.84 -1.83
H 1.37 -0.79 1.69
H 2.08 0.48 -0.67
H -1.78 1.29 0.26
H -2.10 -0.40 -0.32
```

Output
E_LUMO (alpha / beta)	-7.41 / -7.41	eV
spin multiplicity	1
orbital gap (alpha / beta)	0.298 / 0.298	Ha
energy relative to the best compared isomer or geometry (same formula, charge and spin)	64.8	kcal/mol
total charge	+1
HOMO level (alpha / beta)	-15.517 / -15.518	eV



# 10
A molecular structure, C4H5AlO2 at a distorted geometry. Source: the Open Molecules 2025 dataset; level of theory: the ωB97M-V functional and the def2-TZVPD basis.

Structure (XYZ):
```
12
Properties=species:S:1:pos:R:3
H 1.46 2.71 -1.79
O -0.30 1.49 0.07
C -0.62 -0.84 0.35
C -0.96 -1.79 1.34
C -0.88 0.49 0.67
C 0.56 -1.23 -0.47
O 1.32 -0.41 -1.02
Al 1.21 1.32 -1.22
H -0.61 2.36 0.38
H -0.13 -2.60 1.10
H -1.50 0.73 1.54
H 0.45 -2.23 -0.93
```

Output
E_LUMO (alpha / beta)	-11.13 / -11.13	eV
spin multiplicity	1
orbital gap (alpha / beta)	0.245 / 0.245	Ha
energy relative to the best compared isomer or geometry (same formula, charge and spin)	0.0	kcal/mol
total charge	+2
HOMO level (alpha / beta)	-17.801 / -17.807	eV



# 11
2 unconnected molecules or ions with the total composition C5H10O2. Source: the Open Molecules 2025 dataset; level of theory: the ωB97M-V functional and the def2-TZVPD basis.

Structure (XYZ):
```
17
Properties=species:S:1:pos:R:3
C 1.98 0.13 -0.28
C 1.42 -0.81 0.75
O -0.84 0.58 -1.69
C -1.51 1.26 -0.94
C -1.82 0.90 0.48
C 0.44 -1.70 0.58
O -0.33 -1.90 -0.52
H 1.75 1.18 -0.05
H 1.60 -0.07 -1.28
H 3.07 0.05 -0.31
H 1.89 -0.81 1.73
H -1.93 2.22 -1.31
H -2.75 1.37 0.82
H -1.01 1.28 1.12
H -1.85 -0.18 0.60
H 0.17 -2.39 1.38
H -0.30 -1.11 -1.09
```

Output
E_LUMO	0.87	eV
spin multiplicity	1
orbital gap	0.343	Ha
energy relative to the best compared isomer or geometry (same formula, charge and spin)	44.2	kcal/mol
HOMO level	-8.458	eV
SMILES string	C/C=C\O.CC=O



# 12
C4H6N2 in the gas phase at a distorted geometry. Source: the Open Molecules 2025 dataset; level of theory: the ωB97M-V functional and the def2-TZVPD basis.

Structure (XYZ):
```
12
Properties=species:S:1:pos:R:3
C -0.43 -0.03 -1.27
C 0.46 -0.62 -0.20
N 1.46 0.23 0.41
C 0.35 -0.23 1.24
C -0.86 0.55 1.43
N -1.89 1.07 1.34
H -0.74 1.00 -1.08
H 0.18 -0.05 -2.18
H -1.34 -0.62 -1.45
H 0.78 -1.64 -0.42
H 1.37 1.20 0.12
H 0.66 -0.86 2.07
```

Output
E_LUMO	1.01	eV
spin multiplicity	1
orbital gap	0.410	Ha
energy relative to the best compared isomer or geometry (same formula, charge and spin)	39.5	kcal/mol
HOMO level	-10.151	eV
SMILES string	C[C@H]1N[C@H]1C#N